a | {
  "formula": "C3H9NS",
  "method": "ωB97M-V/def2-TZVPD",
  "elements": ["H", "C", "H", "H", "H", "H", "C", "H", "C", "H", "H", "S", "H", "N"],
  "xyz": [[2.77953, 0.02321, 0.83887], [0.75118, -0.50081, -1.65945], [1.23273, -0.79017, 1.31869], [-3.14976, -0.41811, 0.43819], [-1.77694, 1.31393, -0.47378], [0.30595, -0.08377, -2.58456], [-2.34423, 0.04136, 0.95134], [1.33991, 0.84438, 1.68636], [1.68240, 0.16996, 0.94921], [-0.06828, -0.97645, -1.10662], [-1.48841, -0.60782, 1.43889], [1.21562, 0.98076, -0.62566], [1.58619, -1.21165, -1.67427], [-2.06589, 1.21518, 0.50280]],
  "mulliken_charge": [0.320, -0.721, 0.281, 0.307, 0.246, 0.280, -0.221, 0.326, -0.889, 0.172, 0.155, -0.085, 0.309, -0.479],
  "homo_ev": -8.058,
  "charge": 0,
  "smiles": "C=N.CSC",
  "orbital_gap_ev": 8.08
}

b | {
  "formula": "C3H9NS",
  "method": "ωB97M-V/def2-TZVPD",
  "elements": ["H", "C", "H", "H", "H", "H", "C", "H", "N", "H", "H", "S", "C", "H"],
  "xyz": [[-0.11497, 1.71869, -2.03397], [-1.42994, -1.08315, 0.24686], [0.21608, 1.55800, 0.87381], [2.09977, 0.07820, -0.04282], [-1.51936, -0.60227, -0.72445], [0.92394, -0.26020, -1.30105], [-0.41624, 1.99587, -1.03274], [-2.00538, -0.51521, 0.97626], [0.53010, 1.43857, -0.07776], [-1.86286, -2.08994, 0.22762], [-1.44075, 1.68261, -0.84100], [0.30261, -1.23352, 0.74656], [1.04159, 0.11500, -0.28084], [-0.36902, 3.08214, -0.93617]],
  "mulliken_charge": [0.325, -0.717, 0.246, 0.299, 0.215, 0.311, -0.786, 0.235, -0.318, 0.320, 0.265, -0.114, -0.562, 0.282],
  "homo_ev": -8.316,
  "charge": 0,
  "smiles": "CNCSC",
  "orbital_gap_ev": 9.36
}

Which is the most stable structure? b is the most stable.

a | {
  "formula": "C3H9NS",
  "method": "ωB97M-V/def2-TZVPD",
  "elements": ["C", "H", "S", "H", "H", "H", "N", "H", "H", "H", "C", "H", "C", "H"],
  "xyz": [[0.89701, -0.26382, -0.58772], [1.51501, -1.11100, -0.78101], [0.21109, 1.59320, 1.20413], [-0.66992, -1.09335, 0.98221], [-0.96108, 0.21097, -1.90381], [-2.17641, -1.39577, -1.34934], [-1.19452, -1.79357, -0.92991], [-1.00376, -2.81466, -1.30484], [1.29940, -0.74980, 1.54629], [0.12492, -1.05526, -2.52999], [-0.24729, -0.65116, -1.53524], [-1.06315, 1.71406, 0.55375], [0.43313, -0.32398, 0.94702], [1.42203, 0.79234, -0.91434]],
  "mulliken_charge": [-0.555, 0.294, -0.291, 0.327, 0.317, 0.256, -0.632, 0.234, 0.329, 0.285, -0.484, 0.132, -0.519, 0.306],
  "homo_ev": -8.573,
  "charge": 0,
  "orbital_gap_ev": 9.38
}

b | {
  "formula": "C3H9NS",
  "method": "ωB97M-V/def2-TZVPD",
  "elements": ["H", "H", "H", "H", "S", "N", "H", "C", "H", "H", "H", "C", "C", "H"],
  "xyz": [[-0.81451, -1.16242, 1.17764], [-1.17563, 1.39208, -0.17800], [-1.01507, -0.21735, -1.91215], [-2.69948, 0.28656, -1.60868], [1.02194, -0.92997, -0.02729], [-1.49030, 0.45429, 0.07634], [-0.02532, 0.44025, 1.72177], [2.44577, 0.18268, 0.42642], [2.24831, 1.28319, 0.03953], [2.40752, 0.16738, 1.52014], [3.42422, -0.21208, 0.04541], [-0.40005, -0.20942, 0.91113], [-1.78155, -0.23333, -1.17140], [-2.14585, -1.24184, -1.02086]],
  "mulliken_charge": [0.314, 0.265, 0.370, 0.308, -0.063, -0.393, 0.369, -0.733, 0.218, 0.239, 0.300, -0.579, -0.948, 0.332],
  "homo_ev": -8.560,
  "charge": 0,
  "smiles": "CNCSC",
  "orbital_gap_ev": 9.52
}

Which is the most stable structure? b is the most stable.

a | {
  "formula": "C4H5O4",
  "method": "ωB97M-V/def2-TZVPD",
  "elements": ["C", "C", "C", "H", "O", "H", "H", "C", "H", "O", "O", "O", "H"],
  "xyz": [[1.70822, 1.22569, 0.56664], [-1.33530, -0.80552, -0.46975], [1.02668, -0.02365, -0.14024], [-0.21932, -1.26015, 1.24186], [-2.39366, 0.06993, -0.44245], [0.87292, 0.25225, -1.18774], [1.72409, -0.84636, -0.22706], [-0.29130, -0.43460, 0.52928], [-0.59410, 0.43550, 1.03192], [2.83763, 1.50321, 0.12534], [0.99420, 1.80073, 1.41193], [-1.35194, -1.70684, -1.27886], [-2.97813, -0.21019, -1.16088]],
  "mulliken_charge": [0.543, 0.485, -0.734, 0.274, -0.460, 0.269, 0.288, -0.187, 0.290, -0.736, -0.727, -0.615, 0.309],
  "homo_ev": -4.232,
  "charge": -1,
  "smiles": "O=C([O-])CCC(=O)O",
  "orbital_gap_ev": 7.52
}

b | {
  "formula": "C4H5O4",
  "method": "ωB97M-V/def2-TZVPD",
  "elements": ["H", "H", "C", "H", "H", "O", "O", "C", "H", "O", "O", "C", "C"],
  "xyz": [[1.19219, -1.47103, -1.00380], [1.82340, 1.22579, 0.09899], [1.45332, -0.65863, -0.36538], [-2.70223, 0.73377, -0.11625], [-1.25755, 0.84550, -1.29369], [-1.54723, -1.10773, -0.41012], [0.82528, 1.37830, 0.54979], [0.53901, 0.01742, 0.54285], [-1.42538, -0.24896, 1.62862], [1.44211, -0.88843, 1.06045], [2.37204, 0.15645, -0.79306], [-0.95145, -0.30097, 0.60255], [-1.76352, 0.31853, -0.50096]],
  "mulliken_charge": [0.411, 0.350, 0.312, 0.243, 0.263, -0.443, -0.735, 0.278, 0.285, -0.574, -0.854, -0.073, -0.462],
  "homo_ev": -3.435,
  "charge": -1,
  "smiles": "[O-][C@H]1O[C@]1(O)[C@H]1CO1",
  "orbital_gap_ev": 7.40
}

Which is the most stable structure? a is the most stable.